Entry 1:
{
  "formula": "C3H8N2",
  "method": "ωB97M-V with the def2-TZVPD basis set",
  "elements": ["N", "C", "C", "C", "N", "H", "H", "H", "H", "H", "H", "H", "H"],
  "positions_angstrom": [[0.93, 1.47, -0.46], [0.27, 0.60, 0.53], [0.67, -0.90, 0.57], [-0.68, -0.50, 0.18], [-0.96, -0.82, -1.19], [0.44, 2.34, -0.66], [1.85, 1.69, 0.06], [0.04, 0.98, 1.57], [0.76, -1.38, 1.51], [1.35, -1.28, -0.17], [-1.56, -0.61, 0.85], [-1.67, -1.67, -1.20], [-1.45, 0.06, -1.60]],
  "charge": 0,
  "de_lowest_kcal_mol": 63.2,
  "fmax_ev_per_a": 3.44,
  "lumo_ev": 1.032,
  "e_tot_ha": -228.547903,
  "homo_ev": -8.8
}

Entry 2:
{
  "formula": "C4H3NO",
  "method": "ωB97M-V with the def2-TZVPD basis set",
  "elements": ["C", "C", "C", "O", "C", "N", "H", "H", "H"],
  "positions_angstrom": [[0.40, -1.19, -0.20], [0.92, 0.09, 0.07], [-0.05, 1.14, -0.03], [0.13, 2.36, -0.15], [-1.51, 0.43, 0.16], [-2.62, 0.15, -0.05], [-0.65, -1.50, -0.38], [1.34, -1.88, 0.11], [2.04, 0.42, 0.48]],
  "charge": 0,
  "de_lowest_kcal_mol": 45.6,
  "fmax_ev_per_a": 5.91,
  "lumo_ev": -1.079,
  "e_tot_ha": -284.100478,
  "homo_ev": -11.2
}

Entry 3:
{
  "formula": "C4H12O3",
  "method": "ωB97M-V with the def2-TZVPD basis set",
  "elements": ["C", "C", "O", "C", "C", "O", "H", "H", "H", "H", "H", "H", "H", "H", "H", "H", "O", "H", "H"],
  "positions_angstrom": [[0.71, -1.42, 2.47], [1.03, -0.68, 1.16], [1.84, -1.48, 0.20], [-0.28, -0.19, 0.54], [-0.84, 1.18, 1.13], [-2.26, 0.87, 1.35], [0.48, -0.62, 3.13], [-0.18, -2.00, 2.17], [1.50, -2.01, 2.80], [1.68, 0.24, 1.58], [2.69, -1.62, 0.71], [-1.08, -1.10, 0.68], [-0.17, -0.12, -0.57], [-0.80, 2.15, 0.54], [-0.41, 1.38, 2.22], [-2.60, 0.89, 0.46], [-0.47, 1.60, -7.33], [0.18, 1.79, -6.60], [-1.04, 1.15, -6.64]],
  "charge": 0,
  "de_lowest_kcal_mol": 50.1,
  "fmax_ev_per_a": 3.56,
  "lumo_ev": 0.656,
  "e_tot_ha": -385.241987,
  "homo_ev": -10.2
}

Entry 4:
{
  "formula": "C33H49N2O4S",
  "method": "ωB97M-V with the def2-TZVPD basis set",
  "elements": ["C", "C", "C", "C", "S", "C", "C", "C", "C", "H", "H", "H", "H", "H", "H", "H", "H", "H", "H", "H", "H", "H", "H", "H", "H", "H", "H", "C", "O", "C", "C", "C", "C", "C", "C", "O", "N", "C", "C", "C", "C", "N", "C", "C", "C", "C", "C", "C", "C", "C", "C", "C", "C", "O", "C", "C", "O", "C", "H", "H", "H", "H", "H", "H", "H", "H", "H", "H", "H", "H", "H", "H", "H", "H", "H", "H", "H", "H", "H", "H", "H", "H", "H", "H", "H", "H", "H", "H", "H"],
  "positions_angstrom": [[2.27, -1.77, 8.21], [2.65, -1.39, 6.78], [1.95, -2.27, 5.75], [2.42, -2.01, 4.31], [1.44, -0.75, 3.41], [2.59, -0.49, 2.04], [3.69, 0.54, 2.32], [4.55, 0.72, 1.07], [5.68, 1.74, 1.17], [2.81, -1.14, 8.92], [1.19, -1.64, 8.39], [2.52, -2.81, 8.42], [2.40, -0.34, 6.58], [3.74, -1.49, 6.65], [2.15, -3.33, 5.98], [0.86, -2.13, 5.82], [3.46, -1.65, 4.28], [2.37, -2.95, 3.74], [3.02, -1.46, 1.75], [1.95, -0.14, 1.21], [3.22, 1.49, 2.61], [4.30, 0.20, 3.17], [4.98, -0.26, 0.82], [3.89, 0.99, 0.24], [6.19, 1.77, 0.20], [5.30, 2.75, 1.37], [6.41, 1.48, 1.93], [-1.49, 4.89, -5.46], [-0.45, 4.09, -6.06], [0.16, 3.14, -5.31], [-0.19, 2.80, -4.00], [0.20, 1.57, -3.47], [-0.37, 1.10, -2.15], [-1.53, 0.11, -2.32], [-2.74, 0.74, -3.03], [-2.79, 1.16, -4.18], [-3.76, 0.75, -2.13], [-5.03, 1.35, -2.46], [-3.49, 0.12, -0.84], [-3.59, 1.17, 0.29], [-4.46, -1.04, -0.62], [-2.10, -0.34, -1.04], [-1.34, -0.96, -0.12], [-1.77, -1.31, 1.16], [-0.99, -1.91, 2.14], [-1.54, -2.44, 3.37], [-0.84, -3.38, 4.16], [-1.37, -3.87, 5.36], [-2.64, -3.47, 5.79], [-3.39, -2.58, 4.99], [-2.84, -2.06, 3.82], [1.10, 0.76, -4.17], [1.54, 1.13, -5.45], [2.29, 0.37, -6.29], [2.96, -0.79, -5.75], [1.13, 2.38, -5.98], [1.51, 2.73, -7.25], [0.71, 2.19, -8.35], [-1.75, 5.63, -6.22], [-2.36, 4.27, -5.21], [-1.12, 5.38, -4.55], [-0.87, 3.44, -3.43], [0.41, 0.61, -1.56], [-0.75, 1.97, -1.57], [-1.20, -0.76, -2.91], [-4.95, 1.79, -3.46], [-5.83, 0.60, -2.46], [-5.29, 2.14, -1.74], [-2.97, 2.04, 0.03], [-4.63, 1.48, 0.40], [-3.23, 0.77, 1.24], [-4.49, -1.66, -1.53], [-4.17, -1.68, 0.22], [-5.47, -0.64, -0.43], [-0.31, -1.19, -0.43], [-2.82, -1.11, 1.39], [0.05, -2.17, 1.88], [0.13, -3.74, 3.81], [-0.80, -4.58, 5.96], [-3.07, -3.86, 6.72], [-4.40, -2.29, 5.29], [-3.43, -1.34, 3.24], [1.42, -0.20, -3.75], [3.64, -1.11, -6.54], [3.54, -0.53, -4.85], [2.24, -1.58, -5.51], [1.17, 2.60, -9.25], [0.77, 1.10, -8.34], [-0.33, 2.53, -8.25]],
  "charge": 1,
  "fmax_ev_per_a": 2.32,
  "lumo_ev": -4.604,
  "e_tot_ha": -2095.231883,
  "homo_ev": -10.0
}

Entry 5:
{
  "formula": "C4H8O2",
  "method": "ωB97M-V with the def2-TZVPD basis set",
  "elements": ["C", "C", "O", "C", "C", "O", "H", "H", "H", "H", "H", "H", "H", "H"],
  "positions_angstrom": [[1.47, -0.56, 0.70], [0.65, 0.45, -0.07], [1.28, 1.47, -0.62], [-0.52, -0.14, -0.85], [-1.86, -0.33, -0.30], [-1.56, 0.75, -1.18], [2.12, -1.04, -0.04], [2.11, -0.05, 1.42], [0.85, -1.32, 1.19], [-0.15, 1.05, 1.01], [0.36, 1.64, 0.42], [-0.16, -0.78, -1.66], [-2.07, -0.05, 0.73], [-2.50, -1.11, -0.72]],
  "charge": 0,
  "de_lowest_kcal_mol": 135.8,
  "fmax_ev_per_a": 0.29,
  "lumo_ev": 0.731,
  "e_tot_ha": -307.496014,
  "homo_ev": -9.6
}

Entry 6:
{
  "formula": "C8H20BaO9",
  "method": "ωB97M-V with the def2-TZVPD basis set",
  "elements": ["Ba", "O", "C", "O", "O", "H", "O", "C", "O", "O", "H", "C", "C", "O", "H", "H", "H", "H", "H", "H", "C", "C", "O", "H", "H", "H", "H", "H", "H", "C", "C", "O", "H", "H", "H", "H", "H", "H"],
  "positions_angstrom": [[13.11, -1.66, 21.88], [15.01, -3.70, 24.47], [14.38, -2.95, 23.59], [13.15, -3.08, 23.48], [14.97, -2.11, 22.89], [14.23, -4.22, 24.68], [15.15, 1.59, 21.38], [14.67, 0.38, 21.56], [13.55, 0.02, 21.04], [15.31, -0.41, 22.28], [15.95, 1.25, 21.78], [9.27, -2.39, 22.24], [10.59, -2.04, 22.97], [11.67, -2.81, 22.39], [8.49, -1.70, 22.57], [8.96, -3.42, 22.39], [9.25, -2.22, 21.17], [10.50, -2.41, 23.99], [10.80, -0.97, 23.03], [11.78, -3.66, 22.84], [13.34, -1.02, 25.17], [13.71, -0.07, 23.95], [12.72, -0.11, 22.95], [14.17, -0.90, 25.87], [13.21, -2.08, 24.97], [12.52, -0.63, 25.77], [14.62, -0.55, 23.60], [13.95, 0.96, 24.22], [12.06, 0.48, 23.32], [12.84, -2.93, 17.97], [12.67, -1.69, 18.87], [13.41, -1.90, 20.07], [13.46, -2.79, 17.08], [11.87, -3.30, 17.65], [13.09, -3.87, 18.48], [11.62, -1.72, 19.15], [12.93, -0.75, 18.39], [14.32, -1.91, 19.76]],
  "charge": 0,
  "de_lowest_kcal_mol": 596.5,
  "fmax_ev_per_a": 16.68,
  "lumo_ev": 0.117,
  "e_tot_ha": -1018.679642,
  "homo_ev": -6.0
}